(1)
DFT (the ωB97M-V functional and the def2-TZVPD basis) results for C33H26ClN2OPtSe as an isolated structure.

Last column: Mulliken charge in e.
Geometry (Å):
Pt -0.60969 0.10542 -0.83630  1.064
Cl -1.69934 -4.78312 4.08910  -0.298
C -1.77049 -3.80889 2.63237  0.090
C -1.82297 -4.44421 1.37987  -0.430
C -1.85942 -3.69019 0.23987  -0.404
C -1.80038 -2.26688 0.26513  0.996
O -1.77793 -1.62763 -0.85093  -1.085
C -1.83184 -1.64571 1.56369  -0.040
C -2.04065 -0.23310 1.73034  0.180
N -1.87383 0.62818 0.80712  -0.131
C -2.33930 1.95804 0.83736  0.071
C -2.65331 2.66763 1.96249  -0.586
C -3.13004 3.99424 1.87356  -0.866
C -3.29966 4.60590 0.66971  -0.940
C -3.00575 3.90472 -0.52337  1.212
C -3.14389 4.46018 -1.81426  -0.724
C -2.85732 3.70271 -2.90643  -0.669
C -2.44711 2.35960 -2.72337  -0.331
N -2.28365 1.82890 -1.54965  -0.307
C -2.53119 2.57665 -0.44463  0.391
C -1.79855 -2.45002 2.72062  -1.011
H -1.81868 -5.52531 1.32392  0.404
H -1.89299 -4.16501 -0.73274  0.366
H -2.45259 0.08910 2.69299  0.237
H -2.50335 2.21574 2.93602  0.346
H -3.36118 4.53454 2.78442  0.376
H -3.66859 5.62475 0.61058  0.383
H -3.46416 5.49082 -1.92145  0.394
H -2.93741 4.11302 -3.90509  0.381
H -2.24958 1.71015 -3.57112  0.478
H -1.78680 -1.97534 3.69664  0.406
C 2.54467 -6.18715 1.18345  -1.507
C 2.04885 -4.95667 0.46242  0.708
C 2.11873 -3.69936 1.04473  -1.058
C 1.78024 -2.53101 0.35556  1.197
C 1.92776 -1.22038 1.07217  -1.429
C 1.33281 -2.62804 -0.97410  0.266
Se 1.07956 -1.08073 -2.10450  -0.251
C 1.16870 -3.90479 -1.54414  1.003
C 0.60826 -4.08022 -2.93431  -1.967
C 1.53914 -5.03936 -0.82570  -0.918
H 2.92037 -5.93175 2.17556  0.355
H 3.35548 -6.65692 0.62117  0.327
H 1.75032 -6.93025 1.30266  0.315
H 2.46920 -3.61112 2.07105  0.161
H 2.34393 -1.37835 2.07128  0.380
H 0.96502 -0.72312 1.17575  0.059
H 2.57102 -0.53314 0.51884  0.295
H -0.24009 -3.41226 -3.09144  0.423
H 0.28774 -5.11497 -3.08869  0.405
H 1.35482 -3.83071 -3.69353  0.377
H 1.43692 -6.01512 -1.29907  0.279
C 0.54768 1.67596 -0.69994  -3.760
C 1.27377 2.65203 -0.66208  3.621
C 2.17493 3.76571 -0.62296  -0.003
C 1.77912 5.01743 -0.13626  -0.575
C 2.67924 6.07249 -0.07193  -0.392
C 3.99152 5.90772 -0.49611  -0.384
C 4.38881 4.67899 -1.01277  -0.460
C 3.49376 3.62073 -1.07821  -0.428
H 0.75817 5.15192 0.19893  0.492
H 2.35573 7.03227 0.31469  0.343
H 4.69710 6.72672 -0.42494  0.359
H 5.40455 4.54524 -1.36681  0.350
H 3.80376 2.66334 -1.47721  0.464

Force components x, y, z for each atom (eV/Å):
Pt 1.196 -0.669 0.128
Cl 0.009 0.016 -0.055
C 0.006 -0.243 -0.001
C 0.050 0.160 0.071
C -0.021 -0.099 0.037
C -0.137 0.244 0.018
O 0.001 -0.245 0.230
C 0.229 -0.286 -0.059
C -0.394 -0.214 0.459
N 0.092 0.894 -0.861
C -0.160 -0.104 0.037
C 0.135 0.036 0.132
C 0.003 -0.048 0.246
C -0.074 0.106 -0.139
C 0.188 -0.256 0.140
C 0.002 0.133 -0.005
C 0.049 -0.085 -0.227
C -0.030 0.253 -0.065
N -0.654 0.329 0.102
C -0.118 -0.039 -0.032
C -0.058 0.192 0.046
H -0.001 0.009 0.021
H 0.059 0.053 0.003
H -0.052 -0.104 -0.029
H -0.030 0.080 -0.002
H 0.035 -0.049 -0.006
H 0.046 -0.041 -0.004
H -0.015 -0.020 0.033
H -0.024 -0.043 0.002
H 0.025 0.082 -0.028
H -0.045 -0.010 -0.041
C -0.171 0.076 -0.026
C 0.010 0.040 0.059
C -0.021 0.050 -0.021
C -0.029 -0.191 0.016
C 0.179 -0.066 0.076
C 0.026 -0.048 -0.034
Se -0.025 0.210 0.114
C -0.018 -0.010 -0.010
C 0.016 -0.037 0.077
C -0.025 0.022 -0.096
H -0.013 -0.024 -0.027
H -0.005 -0.021 0.046
H 0.048 0.027 -0.001
H 0.017 0.000 -0.077
H 0.028 -0.014 -0.074
H -0.073 0.081 -0.065
H -0.071 0.024 -0.041
H 0.040 -0.011 0.006
H 0.071 0.043 0.008
H -0.065 0.011 -0.004
H 0.003 0.068 0.032
C -0.104 -0.225 -0.217
C -0.047 0.125 0.077
C -0.066 -0.192 -0.051
C 0.090 0.091 0.024
C -0.018 -0.055 -0.004
C -0.004 -0.038 -0.037
C -0.092 -0.021 0.027
C 0.080 0.139 0.040
H -0.002 -0.047 0.005
H -0.013 -0.022 0.014
H -0.017 0.002 -0.037
H -0.010 -0.017 0.022
H -0.033 -0.004 0.025

Output
Lowest unoccupied orbital energy: 1.99 eV
HOMO: -3.83 eV
Net charge: -1

(2)
DFT (the ωB97M-V functional and the def2-TZVPD basis) results for C33H26FGeIrN2O7 as an isolated structure.

Last column: Mulliken charge in e.
Geometry (Å):
Ir -1.48967 0.91825 0.38697  1.136
C -2.40437 -6.23545 0.78987  -1.698
C -1.08067 -6.03085 0.05367  0.485
C 0.05023 -6.76745 0.76587  -1.015
C 1.36423 -6.52665 0.03757  -0.960
C 1.64183 -5.06185 0.01337  0.929
C 2.93123 -4.57515 0.02947  -0.772
C 3.16123 -3.20095 0.05537  0.075
F 4.41253 -2.75505 0.06597  -0.275
C 2.12363 -2.29555 0.07977  -0.974
C 0.80763 -2.76725 0.03777  0.527
C -0.27997 -1.80315 0.00437  1.612
O 0.00053 -0.57325 0.11917  -1.013
C -1.56557 -2.35105 -0.21113  -0.235
C -1.72997 -3.72435 -0.23383  -0.696
N -0.74857 -4.59815 -0.05663  0.180
C 0.55203 -4.15795 0.00607  -0.404
C -2.82297 -1.53515 -0.50033  0.429
O -3.81327 -2.13005 -0.84193  -0.591
O -2.74737 -0.24235 -0.40233  -0.503
H -2.42837 -7.24055 1.20177  0.420
H -3.26287 -6.13475 0.13247  0.497
H -2.50757 -5.53985 1.62017  0.438
H -1.17027 -6.42405 -0.96823  0.153
H -0.17607 -7.83315 0.77737  0.430
H 0.12783 -6.42085 1.79937  0.366
H 1.29693 -6.90925 -0.98503  0.335
H 2.18463 -7.05075 0.52587  0.491
H 3.76923 -5.25625 0.02387  0.570
H 2.32023 -1.23705 0.13167  0.737
H -2.72687 -4.10925 -0.40413  0.725
O -0.11307 0.63995 2.99807  -0.617
C 0.44643 1.36935 2.21327  0.249
O -0.21837 2.02355 1.27487  -0.451
C 1.92433 1.57285 2.14737  1.028
C 2.49613 1.79415 0.89397  -0.409
C 3.86573 1.94215 0.76777  -1.064
C 4.66983 1.89845 1.89517  -0.393
C 4.08273 1.69325 3.13667  -0.202
C 2.71793 1.49735 3.28747  -0.460
N 4.94823 1.68465 4.32917  1.043
O 4.41663 1.45555 5.38107  -0.597
O 6.10993 1.91585 4.12687  -0.599
H 1.85473 1.83235 0.02337  0.603
H 4.30413 2.09535 -0.20523  0.546
H 5.74113 2.01865 1.82647  0.528
H 2.29573 1.32155 4.26817  0.602
Ge -2.25767 3.21085 -0.16763  0.261
C -3.52117 3.83055 -1.61963  0.288
C -4.21657 2.96255 -2.44123  -0.130
C -5.23557 3.47725 -3.23253  -0.544
C -5.47287 4.84235 -3.25403  -0.356
C -4.73857 5.70575 -2.45653  -0.661
C -3.73407 5.20205 -1.64783  -0.332
C -0.51577 3.93305 -0.95213  0.499
C 0.20623 4.73675 -0.09493  -0.451
C 1.50673 5.07755 -0.44243  -0.599
C 2.03153 4.64365 -1.64603  -0.567
C 1.28703 3.85015 -2.50073  -0.613
C -0.01087 3.49135 -2.15653  -0.326
H -2.53127 4.16585 1.00807  0.021
H -4.02007 1.89835 -2.43723  0.401
H -5.83167 2.80515 -3.83123  0.431
H -6.22027 5.24455 -3.92323  0.425
H -4.92637 6.76855 -2.46703  0.417
H -3.13947 5.87355 -1.04133  0.419
H -0.20857 5.07885 0.84317  0.400
H 2.08353 5.68965 0.23417  0.459
H 3.03083 4.94495 -1.92813  0.468
H 1.69793 3.50695 -3.43843  0.453
H -0.59447 2.87375 -2.82543  0.429

Force components x, y, z for each atom (eV/Å):
Ir -0.413 0.878 0.174
C -0.048 0.101 -0.115
C -0.217 -1.188 0.314
C 0.127 0.125 -0.317
C -0.034 -0.100 0.203
C 0.471 -0.499 0.079
C 0.018 0.128 -0.060
C 1.096 -0.713 -0.001
F -0.836 -0.241 0.013
C -1.325 0.279 0.029
C 1.038 0.403 0.038
C 0.812 0.836 0.117
O -0.188 -0.946 -0.083
C -0.979 -0.479 -0.208
C -0.916 1.532 -0.140
N 1.699 0.047 0.038
C -0.536 0.413 0.012
C -0.091 -0.739 -0.021
O 0.142 0.079 0.053
O -1.503 -0.388 -0.840
H 0.022 -0.073 -0.049
H -0.105 0.039 0.002
H 0.007 0.033 0.111
H 0.084 0.166 0.051
H -0.091 0.085 0.029
H -0.086 -0.054 0.050
H 0.043 0.002 -0.078
H 0.039 0.005 -0.064
H 0.086 -0.027 0.022
H 0.020 0.185 -0.012
H 0.028 0.031 0.070
O 0.118 -0.124 0.004
C 0.784 -0.407 0.815
O 0.303 0.799 -0.006
C -0.060 0.056 -0.075
C -0.049 -0.005 0.153
C -0.033 -0.087 0.061
C 0.020 -0.006 0.166
C -0.448 -0.063 -0.516
C 0.146 0.108 -0.065
N -0.477 0.028 -0.829
O -0.082 -0.138 0.804
O 0.828 0.073 0.341
H 0.011 0.109 -0.050
H 0.094 0.036 -0.097
H -0.011 0.040 0.043
H -0.014 0.003 -0.055
Ge 0.641 0.259 -0.666
C 1.202 -1.103 1.488
C -0.746 -0.348 -1.163
C 0.569 -1.225 0.376
C -0.264 0.582 -0.193
C 0.471 0.328 0.632
C -0.422 1.297 -0.507
C -1.419 -0.341 0.407
C 0.364 0.519 0.109
C -0.319 0.039 0.326
C 0.357 0.086 -0.145
C -0.235 -0.274 -0.096
C 0.303 -0.020 -0.468
H -0.034 -0.275 0.037
H 0.029 -0.003 0.005
H -0.088 -0.012 -0.034
H -0.049 0.011 -0.046
H -0.075 0.057 -0.046
H 0.026 -0.007 -0.013
H -0.007 0.037 0.016
H 0.131 0.038 0.006
H 0.048 -0.001 -0.028
H 0.081 0.029 -0.073
H -0.058 -0.010 -0.037

Output
Lowest unoccupied orbital energy (spin up / spin down): -6.81 / -10.18 eV
HOMO (spin up / spin down): -14.19 / -13.98 eV
<S²>: 6.0678
Spin multiplicity: 5
Net charge: +2

The records above give, respectively, DFT total energy values of -4438.8805 -4189.6522 Ha.
The records above give, respectively, energy relative to the best compared isomer or geometry (same formula, charge and spin) values of 57.4 135.7 kJ/mol.